# C20H21ClN5PtS2Se2

A molecular structure, C20H21ClN5PtS2Se2 (the ωB97M-V functional and the def2-TZVPD basis, the Open Molecules 2025 dataset).

Properties
HOMO level (alpha / beta), eV: -8.959 / -11.324
Relative energy (zero: lowest compared OMol25 entry of this formula, charge and spin), kJ/mol: 16.1
2S+1: 5
⟨S²⟩: 6.02
Total charge: +1

The geometry in XYZ format:
```
52
Properties=species:S:1:pos:R:3:forces:R:3:mulliken_spin:R:1
Pt -0.4834 0.3883 -0.1670 -0.18 0.11 0.01 1.17
C -2.5848 0.5676 3.0041 0.04 0.06 0.01 -0.04
C -1.1420 0.2181 3.1345 -0.04 0.10 -0.02 0.01
N -0.2688 0.2088 2.1615 0.00 -0.07 0.01 0.06
C 0.9805 -0.1850 2.6092 -0.01 -0.05 -0.01 0.01
C 1.0419 -0.4703 3.9337 0.03 0.06 -0.01 0.00
S -0.4824 -0.2206 4.6533 -0.03 -0.12 0.02 0.00
C 2.0893 -0.2468 1.6553 -0.02 0.01 0.01 -0.02
C 3.4028 -0.4548 1.9354 -0.02 -0.02 0.01 0.01
S 4.3135 -0.3931 0.4954 0.04 0.01 0.01 0.01
C 2.8932 -0.0804 -0.4080 -0.04 -0.02 -0.02 0.00
N 1.8152 -0.0407 0.3250 0.08 -0.01 -0.01 0.11
C 2.9291 0.1175 -1.8851 -0.01 0.00 0.01 0.01
H -2.7969 0.8613 1.9802 0.04 0.01 0.09 0.05
H -2.8450 1.3906 3.6697 -0.01 0.00 0.02 0.00
H -3.2144 -0.2855 3.2585 0.01 0.01 -0.01 0.00
H 1.8892 -0.8120 4.5037 0.00 0.02 0.00 0.00
H 3.8667 -0.6305 2.8913 0.00 0.01 0.00 0.00
H 3.9441 0.3013 -2.2314 0.00 0.00 0.00 0.00
H 2.3020 0.9659 -2.1564 -0.01 0.00 0.00 0.00
H 2.5490 -0.7673 -2.3957 0.00 0.00 0.00 0.00
Cl -1.9691 -0.4196 -3.0675 -0.01 0.13 -0.04 0.12
C -0.4019 0.0560 -2.2594 0.07 -0.03 0.00 0.22
H -0.0581 0.9109 -2.8410 -0.03 -0.01 -0.05 0.01
H 0.2536 -0.7870 -2.4738 0.01 0.01 -0.01 0.00
C 1.6287 5.4987 1.2731 -0.01 0.00 -0.01 0.00
N 0.9678 4.4894 0.4569 0.01 -0.01 -0.02 0.00
C 0.4517 4.6683 -0.8023 -0.02 0.02 0.03 0.00
C -0.0878 3.4732 -1.1674 0.01 -0.02 -0.01 0.00
N 0.0955 2.5713 -0.1494 0.00 0.01 -0.02 0.16
C 0.7293 3.2128 0.8090 0.01 -0.01 0.01 -0.02
H 1.7885 6.3847 0.6657 0.01 0.00 0.00 0.00
H 2.5928 5.1301 1.6159 0.00 0.00 0.01 0.00
H 1.0097 5.7627 2.1282 0.00 0.00 0.00 0.00
H 0.5112 5.6136 -1.3123 0.00 0.00 0.00 0.00
H -0.5912 3.2062 -2.0810 0.00 0.00 0.00 0.00
H 1.0285 2.7922 1.7558 0.00 0.00 0.00 0.00
Se -2.2890 -3.3803 -2.4472 -0.01 -0.10 0.03 0.89
C -1.5201 -2.6792 -0.9569 -0.02 0.05 -0.09 -0.01
N -1.0396 -2.0607 -0.1071 0.05 -0.12 0.17 0.11
Se -2.9425 1.3921 -0.5715 0.06 0.07 -0.06 0.98
C -4.4088 0.2944 -0.1876 0.00 -0.06 0.02 0.04
C -4.2400 -0.9344 0.4585 -0.01 -0.06 -0.05 0.04
C -5.3410 -1.7329 0.7103 0.02 0.02 0.01 -0.04
C -6.6091 -1.3124 0.3232 -0.01 0.00 0.01 0.10
C -6.7810 -0.0896 -0.3143 0.00 0.00 -0.01 -0.04
C -5.6866 0.7174 -0.5705 0.00 0.00 0.01 0.06
H -3.2467 -1.2529 0.7478 -0.03 -0.02 -0.03 0.01
H -5.2135 -2.6864 1.2058 0.00 0.00 0.00 0.00
H -7.4674 -1.9413 0.5197 0.00 0.00 0.00 0.00
H -7.7693 0.2328 -0.6131 0.00 0.00 0.00 0.00
H -5.8097 1.6703 -1.0681 0.00 0.00 0.00 -0.01
```
Positions in Å, forces in eV/Å.